ORCA calculation (the ωB97M-V functional and the def2-TZVPD basis) on C32H32MnNP2S as an isolated structure.

As for the expectation value of S²: 0.7766. The value obtained for the energy above the lowest of the compared OMol25 structures with the same formula, charge and spin is 28.25 kcal/mol. The orbital gap (alpha / beta) is 6.4 / 6.7 eV. The charge is +1. The max |F| is 1.9 eV Å⁻¹. The value obtained for the highest occupied orbital energy (alpha / beta) is -10.0 / -10.0 eV. Its spin multiplicity is 2.

XYZ file:
```
69
C32H32MnNP2S, DFT the ωB97M-V functional and the def2-TZVPD basis
Mn -0.067 0.108 -0.440
C -0.676 -2.928 -1.247
P -1.675 -1.354 -1.258
C -2.450 -1.216 -2.889
C -3.436 -0.234 -3.027
C -3.978 0.038 -4.270
C -3.529 -0.657 -5.386
C -2.550 -1.629 -5.256
C -2.004 -1.909 -4.011
C -3.026 -1.736 -0.103
C -2.885 -1.314 1.220
C -3.859 -1.618 2.156
C -4.985 -2.332 1.770
C -5.132 -2.745 0.453
C -4.155 -2.453 -0.486
C 0.237 -2.807 -0.073
C 0.644 -3.689 0.900
C 1.415 -2.950 1.835
C 1.448 -1.647 1.392
C 1.973 -0.377 1.982
P 0.717 0.937 1.557
C 0.170 1.827 3.031
C -0.885 2.716 2.800
C -1.400 3.474 3.836
C -0.875 3.333 5.114
C 0.159 2.440 5.348
C 0.684 1.681 4.312
C 1.693 2.195 0.651
C 2.366 3.247 1.264
C 3.062 4.167 0.495
C 3.092 4.045 -0.887
C 2.416 3.009 -1.513
C 1.716 2.094 -0.745
N 0.746 -1.563 0.217
H -0.112 -2.971 -2.183
H -1.328 -3.796 -1.181
H -3.782 0.303 -2.150
H -4.742 0.798 -4.375
H -3.946 -0.437 -6.360
H -2.207 -2.169 -6.128
H -1.247 -2.676 -3.925
H -2.002 -0.752 1.499
H -3.744 -1.296 3.182
H -5.750 -2.561 2.499
H -6.013 -3.299 0.158
H -4.277 -2.777 -1.513
H 0.412 -4.741 0.950
H 1.873 -3.337 2.731
H 2.906 -0.067 1.504
H 2.130 -0.469 3.055
H -1.288 2.810 1.797
H -2.213 4.163 3.651
H -1.279 3.917 5.930
H 0.560 2.328 6.347
H 1.496 0.991 4.503
H 2.333 3.348 2.342
H 3.584 4.989 0.968
H 3.646 4.758 -1.482
H 2.430 2.917 -2.591
H 1.214 1.279 -1.305
C 4.990 -1.200 -2.729
S 3.978 -0.195 -1.615
C 5.277 0.888 -0.972
H 5.340 -0.592 -3.560
H 4.373 -2.014 -3.100
H 5.834 -1.606 -2.175
H 6.093 0.283 -0.580
H 4.845 1.487 -0.173
H 5.648 1.544 -1.759
```

Charges computed using Mulliken, reported in e: number 1, Mn, carries -0.75; number 2, C, carries -0.94; number 3, P, carries 1.48; number 4, C, carries 0.59; number 5, C, carries -0.40; number 6, C, carries -0.72; number 7, C, carries -0.44; number 8, C, carries -0.74; number 9, C, carries -0.22; number 10, C, carries 0.15; number 11, C, carries -0.18; number 12, C, carries -0.69; number 13, C, carries -0.46; number 14, C, carries -0.76; number 15, C, carries -0.25; number 16, C, carries -0.03; number 17, C, carries -0.93; number 18, C, carries -1.05; number 19, C, carries 0.04; number 20, C, carries -0.77; number 21, P, carries 1.90; number 22, C, carries 0.20; number 23, C, carries -0.43; number 24, C, carries -0.71; number 25, C, carries -0.47; number 26, C, carries -0.74; number 27, C, carries -0.09; number 28, C, carries 0.16; number 29, C, carries -0.35; number 30, C, carries -0.75; number 31, C, carries -0.55; number 32, C, carries -0.90; number 33, C, carries 0.01; number 34, N, carries 0.41; number 35, H, carries 0.46; number 36, H, carries 0.41; number 37, H, carries 0.40; number 38, H, carries 0.40; number 39, H, carries 0.40; number 40, H, carries 0.42; number 41, H, carries 0.33; number 42, H, carries 0.09; number 43, H, carries 0.45; number 44, H, carries 0.40; number 45, H, carries 0.42; number 46, H, carries 0.44; number 47, H, carries 0.50; number 48, H, carries 0.51; number 49, H, carries 0.19; number 50, H, carries 0.54; number 51, H, carries 0.34; number 52, H, carries 0.41; number 53, H, carries 0.41; number 54, H, carries 0.42; number 55, H, carries 0.34; number 56, H, carries 0.48; number 57, H, carries 0.43; number 58, H, carries 0.41; number 59, H, carries 0.40; number 60, H, carries 0.31; number 61, C, carries -1.01; number 62, S, carries 0.14; number 63, C, carries -0.98; number 64, H, carries 0.30; number 65, H, carries 0.33; number 66, H, carries 0.31; number 67, H, carries 0.41; number 68, H, carries 0.18; number 69, H, carries 0.36